(1)
The following is a quantum chemistry calculation of an isolated molecule of C17H20ClN3O3S2, from OMol25.

Geometry as XYZ:
```
46
Properties=species:S:1:pos:R:3:forces:R:3
O 1.046 0.326 3.002 -0.15 0.09 0.39
C 1.409 -0.369 2.063 0.47 -0.28 -0.12
N 1.917 0.179 0.941 0.12 0.23 -0.03
C 2.246 -0.515 -0.283 -0.17 -0.29 -0.38
H 2.401 -1.577 -0.105 0.04 0.03 0.02
H 3.180 -0.089 -0.670 -0.05 -0.12 0.02
C 1.127 -0.287 -1.318 0.31 -0.33 0.07
N 0.983 1.133 -1.561 -0.44 -0.07 0.03
C 1.736 1.765 -2.531 0.16 0.25 -0.34
C 1.969 1.132 -3.761 0.06 -0.09 0.02
C 2.672 1.774 -4.759 0.01 0.12 0.22
C 3.165 3.058 -4.600 0.01 0.04 -0.05
C 2.922 3.694 -3.396 0.04 -0.06 -0.16
C 2.229 3.068 -2.378 -0.09 -0.05 0.23
H 2.085 3.607 -1.456 -0.03 0.01 0.10
H 3.292 4.696 -3.242 0.03 0.08 0.02
H 3.713 3.541 -5.392 0.05 0.02 -0.09
Cl 2.933 0.942 -6.257 0.02 -0.09 -0.17
H 1.581 0.147 -3.958 -0.04 -0.07 -0.03
C 0.641 1.801 -0.323 0.17 0.18 0.27
H 0.439 2.856 -0.500 -0.02 -0.02 0.01
C 1.746 1.605 0.725 -0.24 0.40 0.12
H 1.469 2.061 1.676 0.10 0.00 -0.13
H 2.694 2.025 0.374 -0.05 0.01 0.03
H -0.271 1.329 0.056 0.09 0.17 -0.03
H 1.360 -0.825 -2.234 -0.05 0.00 0.02
H 0.182 -0.659 -0.911 0.13 -0.05 -0.13
C 1.338 -1.889 2.132 -0.21 0.08 0.31
C 0.424 -2.323 3.286 0.47 -0.28 -0.28
N -0.850 -1.622 3.265 -0.71 -0.06 -0.59
S -1.640 -1.705 1.796 -0.59 0.05 0.54
O -1.494 -3.029 1.270 -0.01 -0.27 0.26
O -1.281 -0.607 0.935 -0.16 0.12 0.32
C -3.309 -1.473 2.321 0.38 0.31 -0.16
C -4.261 -2.424 2.517 0.36 -0.07 -0.15
C -5.473 -1.877 2.989 -0.02 0.15 0.02
C -5.405 -0.527 3.143 0.41 0.13 -0.06
S -3.864 0.104 2.710 -0.38 -0.21 0.00
H -6.173 0.138 3.484 -0.17 0.14 0.07
H -6.350 -2.461 3.201 -0.17 -0.07 0.03
H -4.085 -3.465 2.318 0.04 -0.23 -0.03
H -0.680 -0.644 3.490 -0.06 0.16 -0.03
H 0.203 -3.388 3.195 0.21 0.04 0.11
H 0.890 -2.123 4.251 -0.13 -0.04 -0.08
H 0.910 -2.280 1.209 0.24 -0.07 -0.04
H 2.339 -2.303 2.272 0.02 -0.01 -0.12
```
Forces are in eV/Å.

The calculation puts the energy above the lowest of the compared OMol25 structures with the same formula, charge and spin at 0.000 eV. As for the multiplicity: 1. The SMILES is O=C(CCNS(=O)(=O)c1cccs1)N1CCN(c2cccc(Cl)c2)CC1. The frontier orbital gap is 8.2028 eV. The charge is 0.

---

(2)
The following is a quantum chemistry calculation of an isolated ion of composition C4H7N2O and charge +1, from OMol25.

Geometry as XYZ:
```
14
Properties=species:S:1:pos:R:3:forces:R:3
C -1.470 1.107 -0.162 0.39 0.12 0.96
C 0.421 1.146 1.220 -0.35 2.07 -0.91
C 0.167 -0.807 -0.243 -0.63 -2.06 0.61
C 1.297 -1.578 0.384 1.07 0.48 -1.45
N -0.261 0.340 0.189 -0.69 -0.09 -0.88
N -1.936 1.080 -1.352 2.44 -2.15 -2.16
O 1.310 0.728 1.851 0.52 -0.18 0.94
H 0.018 2.227 1.134 0.47 -1.57 0.51
H -0.442 -1.321 -1.038 0.68 0.81 0.60
H 2.051 -0.813 0.648 0.10 -0.71 -0.29
H 1.707 -2.425 -0.222 -0.49 1.15 -0.22
H 1.160 -2.101 1.308 -1.05 0.17 0.95
H -2.484 1.895 -1.483 -1.35 0.32 -0.87
H -1.536 0.523 -2.235 -1.11 1.64 2.21
```
Forces are in eV/Å.

The calculation puts the energy above the lowest of the compared OMol25 structures with the same formula, charge and spin at 4.027 eV. As for the multiplicity: 1. The frontier orbital gap (spin up / spin down) is 8.2646 / 8.2640 eV. The charge is +1.

---

(3)
The following is a quantum chemistry calculation of a 2-piece molecular cluster, C3H5ClO2 overall, from OMol25.

Geometry as XYZ:
```
11
Properties=species:S:1:pos:R:3:forces:R:3
C 0.204 0.516 0.369 1.26 -3.16 -2.04
C 0.972 1.185 -0.706 -1.81 -0.38 -1.15
C 0.778 -0.840 0.922 -0.71 2.45 0.87
O 1.050 1.651 0.525 1.70 2.16 0.64
O 1.199 1.455 -1.857 0.48 -0.21 1.82
Cl -3.638 -0.554 -1.629 -0.19 0.08 -0.12
H -0.825 0.739 0.313 -1.25 0.16 0.70
H 0.214 -1.712 0.554 -0.38 0.38 1.09
H 0.998 -0.610 2.046 -0.62 -1.35 -1.91
H 1.681 -0.963 0.379 1.32 -0.04 -0.01
H -2.634 -0.866 -0.915 0.19 -0.09 0.12
```
Forces are in eV/Å.

The calculation puts the energy above the lowest of the compared OMol25 structures with the same formula, charge and spin at 2.370 eV. As for the multiplicity: 1. The SMILES is C[C@H]1OC1=O.Cl. The frontier orbital gap is 10.6486 eV. The charge is 0.

---

(4)
The following is a quantum chemistry calculation of C21H34BrClF7LiMg2N2O13S3 as an isolated structure, from OMol25.

Geometry as XYZ:
```
85
Properties=species:S:1:pos:R:3:forces:R:3
C 3.180 3.424 2.960 0.15 0.58 0.59
C 3.819 2.467 2.646 0.16 -0.57 -0.94
S 4.771 1.174 2.116 0.28 -0.23 0.68
C 3.663 -0.106 1.464 -0.13 -0.90 -0.20
C 2.489 -0.366 2.427 -0.29 0.89 0.21
C 1.169 0.337 2.052 0.20 -0.06 -0.01
C 0.759 0.208 0.582 -0.44 0.12 0.34
C -0.566 0.909 0.228 0.07 -0.60 -0.67
O -0.439 2.237 -0.243 -0.12 0.20 0.24
C 0.118 3.125 0.707 0.51 -0.08 -0.05
C -0.131 4.586 0.352 0.38 -0.59 0.05
C 5.777 1.850 0.774 0.33 0.59 -0.19
C 6.955 0.933 0.372 -0.10 -0.02 -0.04
C 8.306 1.557 0.731 0.36 -0.59 0.52
N 9.095 0.932 1.691 -0.24 0.65 0.31
O 8.736 2.611 0.196 -1.16 -0.11 0.32
H 2.752 4.308 3.386 -0.24 -0.08 -0.18
H 4.285 -1.007 1.459 0.29 0.26 0.02
H 3.381 0.075 0.428 -0.05 0.40 0.11
H 2.786 0.032 3.405 -0.06 -0.36 0.10
H 2.321 -1.435 2.554 0.22 -0.03 -0.23
H 0.385 -0.150 2.632 0.11 -0.01 0.04
H 1.206 1.364 2.419 0.03 0.09 -0.33
H 1.499 0.568 -0.141 0.05 0.02 0.09
H 0.596 -0.858 0.391 0.13 0.03 -0.07
H -1.305 0.833 1.030 0.18 0.14 0.13
H -0.978 0.347 -0.613 -0.12 0.18 0.00
H -0.219 2.858 1.719 -0.30 0.16 -0.09
H 1.211 2.967 0.701 -0.05 0.01 0.22
H 0.627 4.884 -0.373 -0.24 0.21 -0.11
H 0.016 5.175 1.259 -0.15 0.17 -0.13
H -1.123 4.750 -0.063 -0.02 0.07 0.14
H 5.148 2.137 -0.069 -0.12 -0.28 0.03
H 6.189 2.791 1.151 -0.30 -0.03 0.25
H 6.929 0.853 -0.706 -0.19 -0.04 -0.05
H 6.879 -0.089 0.743 0.10 0.14 0.30
H 9.604 1.687 2.158 0.27 -0.16 -0.06
H 9.827 0.374 1.241 -0.31 -0.49 0.11
C -4.035 2.616 -2.567 0.02 -0.28 -0.39
C -3.269 3.403 -1.535 -0.14 0.39 -0.18
O -4.146 3.401 -0.423 0.18 -0.45 -0.09
C -4.879 2.250 -0.510 -0.23 -0.05 0.04
O -5.512 1.792 0.379 -0.04 -0.02 0.11
O -4.772 1.700 -1.745 0.17 0.25 0.12
F -3.067 4.687 -1.934 0.06 -0.01 0.11
H -4.729 3.238 -3.134 0.04 0.16 0.13
H -3.386 2.086 -3.262 -0.06 -0.20 0.12
H -2.316 2.958 -1.246 0.07 0.14 -0.03
C -3.421 -1.448 -5.107 -0.20 -0.40 -0.17
O -2.219 -1.654 -5.860 -0.08 -0.02 0.04
C -1.327 -0.674 -5.762 -0.01 -0.11 -0.07
O -1.452 0.332 -5.110 0.01 0.10 0.10
O -0.269 -0.997 -6.502 0.02 -0.02 0.01
C 0.777 -0.026 -6.492 0.24 0.11 -0.10
H -4.074 -2.335 -5.267 1.59 1.23 -0.28
H -3.197 -1.369 -4.043 0.02 0.11 -0.01
H -3.944 -0.557 -5.453 0.08 0.06 0.06
H 1.165 0.109 -5.483 -0.10 0.08 0.02
H 0.427 0.922 -6.894 -0.04 0.03 0.11
H 1.570 -0.409 -7.128 -0.11 -0.15 -0.04
Cl -5.660 -3.236 -4.700 -2.45 -3.04 -0.11
Mg -6.659 -5.421 -5.178 1.49 1.85 0.62
C -4.165 -4.818 5.104 -0.64 0.22 0.67
F -4.289 -6.133 5.174 0.25 -0.03 -0.23
F -5.374 -4.291 4.911 0.11 0.05 -0.17
F -3.719 -4.375 6.291 0.18 0.02 -0.13
S -3.014 -4.350 3.754 -0.18 -1.35 0.12
O -3.619 -4.827 2.553 -0.25 0.48 -0.21
O -1.757 -4.934 4.108 0.27 0.52 0.28
N -3.100 -2.756 3.973 0.56 0.06 -0.38
S -2.237 -1.879 3.025 0.29 -0.27 -0.16
O -2.649 -1.775 1.663 -0.08 0.21 -0.12
O -0.809 -1.900 3.254 0.04 0.13 0.39
C -2.732 -0.274 3.766 -1.33 -0.31 -1.23
F -2.387 -0.217 5.131 -0.30 -1.19 -0.19
F -4.019 -0.047 3.710 0.03 -0.08 0.15
F -2.124 0.797 3.191 0.15 -0.47 0.35
C -2.362 -6.047 -3.738 -0.07 1.57 -0.07
O -2.990 -7.032 -4.365 -0.39 0.04 0.05
H -2.873 -5.643 -2.830 -0.03 -0.58 0.19
H -1.360 -6.315 -3.324 -0.04 -0.50 0.09
H -2.147 -5.137 -4.335 0.03 -0.31 -0.35
Li -0.789 -0.714 6.608 -0.02 -0.06 -0.06
Br 8.920 1.707 -1.720 0.90 0.34 -1.59
Mg -1.963 1.668 5.416 0.83 2.08 1.06
```
Forces are in eV/Å.

The calculation puts the energy above the lowest of the compared OMol25 structures with the same formula, charge and spin at 0.000 eV. As for the multiplicity: 1. The frontier orbital gap is 0.9590 eV. The charge is +2.

---

(5)
The following is a quantum chemistry calculation of a 2-piece molecular cluster, CH4IPS2 overall, from OMol25.

Geometry as XYZ:
```
9
Properties=species:S:1:pos:R:3:forces:R:3
C 1.210 -0.856 -0.973 -0.09 -1.25 1.27
P -1.033 0.881 0.924 -1.23 1.30 0.81
S 0.337 -2.305 -0.550 0.21 0.73 -0.28
S -0.823 1.369 -1.004 -0.71 0.12 -0.29
I 2.278 0.171 0.474 0.40 -0.06 -0.35
H 1.521 -0.870 -1.965 0.95 0.47 -1.40
H -2.448 1.022 1.342 0.93 -0.25 -0.68
H -0.649 2.139 1.496 0.16 -0.63 0.18
H -0.391 -1.549 0.257 -0.62 -0.42 0.74
```
Forces are in eV/Å.

The calculation puts the energy above the lowest of the compared OMol25 structures with the same formula, charge and spin at 0.410 eV. As for the multiplicity: 3. The frontier orbital gap (spin up / spin down) is 8.0402 / 6.5533 eV. The charge is 0.

---

(6)
The following is a quantum chemistry calculation of a 6-piece molecular cluster, C37H38ClF5NO3PS overall, from OMol25.

Geometry as XYZ:
```
87
Properties=species:S:1:pos:R:3:forces:R:3
C 3.759 -4.424 -0.752 0.50 -0.90 -0.31
C 3.086 -4.899 -2.122 0.60 -0.36 -0.22
C 2.592 -3.714 -3.071 -0.13 -0.95 0.95
Cl 2.412 -4.451 -4.775 0.11 0.65 0.92
C 1.182 -3.069 -2.682 0.40 1.22 -0.47
C -0.173 -3.897 -2.974 0.32 1.03 1.13
C -0.422 -4.437 -1.486 0.50 1.39 -0.10
P -1.816 -5.660 -1.135 0.35 -2.94 0.95
O -2.548 -6.093 -2.629 0.55 2.86 2.05
O -2.949 -5.133 0.017 0.50 0.34 -3.35
S -0.986 -7.291 -0.421 -0.57 1.19 -0.49
N -0.376 -3.135 -0.710 0.95 0.00 -0.62
C 0.934 -2.568 -1.164 0.68 0.74 1.39
O 1.643 -1.839 -0.445 -2.41 -2.46 -2.68
H 4.727 -3.847 -0.999 -2.02 -0.74 0.52
H 3.066 -3.882 -0.035 0.98 -0.44 -1.08
H 4.104 -5.378 -0.203 -0.53 1.41 -0.82
H 3.907 -5.457 -2.707 -1.26 0.87 0.85
H 2.267 -5.685 -1.948 0.99 1.30 -0.31
H 3.408 -2.930 -3.170 -1.20 -0.91 0.19
H 1.211 -2.058 -3.240 -0.40 -1.50 0.63
H -0.205 -4.606 -3.857 0.30 0.91 1.25
H -0.932 -3.031 -3.046 0.74 -1.63 -0.48
H 0.482 -4.975 -1.026 -1.50 0.27 -1.13
H -2.699 -5.235 -3.103 -0.04 -0.96 0.03
H -3.712 -4.769 -0.501 0.58 -0.28 0.77
H -1.157 -2.493 -0.953 0.72 -0.55 0.34
F -3.113 -1.689 -1.343 0.31 -0.09 -0.07
C -4.444 -1.472 -1.280 -1.21 0.20 0.00
C -4.984 -0.370 -1.923 0.26 0.05 -0.10
C -6.356 -0.148 -1.864 0.04 -0.29 0.19
C -7.170 -1.025 -1.153 -0.01 0.03 -0.01
C -6.616 -2.125 -0.507 0.05 0.20 -0.17
C -5.246 -2.354 -0.575 0.21 -0.10 -0.05
H -4.334 0.307 -2.465 0.00 -0.05 0.04
H -6.789 0.707 -2.370 0.09 -0.06 0.05
H -8.239 -0.849 -1.103 0.12 -0.02 0.01
H -7.251 -2.805 0.051 0.10 0.04 -0.05
H -4.801 -3.210 -0.084 -0.02 0.14 0.15
F -5.311 0.904 1.316 -0.13 -0.09 -0.03
C -4.171 1.596 1.472 0.64 0.40 0.09
C -3.018 1.158 0.841 -0.03 -0.15 -0.12
C -1.837 1.877 0.999 -0.21 0.20 0.18
C -1.822 3.020 1.795 0.06 -0.01 -0.03
C -2.986 3.447 2.428 0.11 -0.22 -0.17
C -4.169 2.735 2.261 -0.17 0.02 0.08
H -3.047 0.263 0.233 -0.01 0.05 0.07
H -0.931 1.547 0.503 -0.09 -0.02 0.05
H -0.900 3.578 1.921 -0.09 -0.05 0.00
H -2.971 4.335 3.050 -0.05 -0.08 -0.09
H -5.086 3.058 2.740 0.03 -0.04 -0.03
F 5.520 0.846 -3.465 0.11 -0.03 -0.04
C 4.316 1.235 -3.018 -0.65 0.21 0.26
C 3.629 0.429 -2.123 0.10 -0.18 0.00
C 2.383 0.834 -1.656 -0.03 0.38 -0.18
C 1.834 2.036 -2.097 0.03 0.00 -0.02
C 2.531 2.835 -3.000 0.02 -0.24 0.14
C 3.781 2.435 -3.459 0.12 0.08 -0.12
H 4.069 -0.507 -1.797 0.00 0.05 0.02
H 1.843 0.216 -0.951 0.16 0.09 -0.09
H 0.860 2.350 -1.736 0.09 -0.01 -0.03
H 2.100 3.768 -3.346 0.08 -0.07 0.02
H 4.342 3.048 -4.155 0.00 -0.07 0.03
F -4.497 6.262 3.658 -0.09 -0.08 -0.13
C -3.888 6.846 4.704 0.37 0.37 0.65
C -3.473 6.066 5.771 -0.04 -0.19 -0.06
C -2.839 6.670 6.852 -0.06 0.27 -0.19
C -2.637 8.047 6.856 0.02 -0.02 0.05
C -3.063 8.821 5.781 0.00 -0.30 0.07
C -3.687 8.216 4.695 -0.08 0.07 -0.17
H -3.647 4.996 5.753 0.00 0.05 -0.03
H -2.503 6.068 7.689 -0.06 0.03 -0.09
H -2.146 8.518 7.702 -0.05 -0.05 -0.09
H -2.908 9.894 5.788 -0.02 -0.11 -0.04
H -4.018 8.802 3.845 -0.01 -0.06 0.03
F 6.250 -2.966 -0.074 0.27 0.01 0.11
C 6.744 -1.748 0.208 0.34 0.82 0.19
C 8.090 -1.495 0.000 0.08 -0.17 -0.09
C 8.599 -0.233 0.287 -0.33 0.04 0.09
C 7.758 0.757 0.789 0.04 0.02 0.00
C 6.408 0.489 0.997 0.25 -0.13 -0.11
C 5.896 -0.769 0.700 -0.21 -0.11 0.01
H 8.731 -2.280 -0.383 -0.07 0.02 0.01
H 9.649 -0.021 0.121 -0.09 -0.06 0.01
H 8.156 1.741 1.016 -0.05 -0.10 -0.02
H 5.755 1.260 1.392 0.03 -0.10 -0.06
H 4.846 -0.994 0.848 0.04 -0.03 0.00
```
Forces are in eV/Å.

As for the multiplicity: 1. The SMILES is CC[C@@H](Cl)[C@H]1C[C@H](P(O)(O)=S)NC1=O.Fc1ccccc1.Fc1ccccc1.Fc1ccccc1.Fc1ccccc1.Fc1ccccc1. The frontier orbital gap is 8.6405 eV. The charge is 0.

---

Record order is preserved below.
E_tot: -2306.3607; -340.9883; -727.9108; -7242.6886; -1475.7889; -3412.2279 hartree